Entry 1:
Below is a structure of composition C16H17N6SV, with properties calculated with ωB97M-V/def2-TZVPD.

E_HOMO (alpha / beta)   -14.75 / -14.78 eV
Multiplicity   3
Total charge   +2
<S²>   2.0363

Each line ends with the natural charge from an NBO analysis.
CARTESIAN COORDINATES (ANGSTROEM)
V (0.914, 0.425, 0.317)  1.343
C (0.556, 3.182, -4.932)  -0.622
C (0.882, 1.745, -4.565)  -0.221
N (-0.126, 1.162, -3.673)  -0.523
C (-0.104, 1.068, -2.356)  0.344
S (1.382, 1.624, -1.509)  -0.066
N (-1.170, 0.614, -1.725)  -0.401
N (-0.950, 0.570, -0.383)  -0.323
C (-1.927, 0.606, 0.460)  0.302
C (-3.348, 0.654, 0.034)  -0.685
C (-1.474, 0.692, 1.876)  0.169
C (-2.340, 0.730, 2.950)  -0.192
C (-1.828, 0.907, 4.234)  -0.071
C (-0.463, 1.046, 4.410)  -0.219
C (0.354, 0.983, 3.296)  0.095
N (-0.126, 0.805, 2.061)  -0.571
H (1.311, 3.563, -5.618)  0.245
H (-0.412, 3.254, -5.426)  0.225
H (0.543, 3.821, -4.049)  0.215
H (0.922, 1.108, -5.448)  0.230
H (1.852, 1.668, -4.076)  0.215
H (-1.012, 0.898, -4.087)  0.430
H (-3.482, 1.480, -0.667)  0.280
H (-3.597, -0.257, -0.514)  0.275
H (-4.036, 0.774, 0.862)  0.242
H (-3.404, 0.632, 2.802)  0.257
H (-2.498, 0.943, 5.082)  0.263
H (-0.027, 1.199, 5.387)  0.268
H (1.429, 1.082, 3.389)  0.222
N (-0.604, -5.462, 1.803)  -0.157
C (0.175, -4.675, 1.503)  0.206
C (1.137, -3.671, 1.158)  -0.144
C (2.500, -3.832, 1.415)  -0.046
C (3.378, -2.813, 1.066)  -0.205
C (2.868, -1.673, 0.483)  0.050
N (1.553, -1.512, 0.248)  -0.549
C (0.701, -2.496, 0.564)  0.102
H (2.859, -4.742, 1.879)  0.273
H (4.441, -2.905, 1.239)  0.273
H (3.519, -0.861, 0.173)  0.232
H (-0.346, -2.337, 0.336)  0.240

Entry 2:
Below is a structure of composition C3H3InLiO3, with properties calculated with ωB97M-V/def2-TZVPD.

E_HOMO (alpha / beta)   -16.59 / -18.81 eV
Multiplicity   2
Total charge   +2
Energy above the lowest of the compared OMol25 structures with the same formula, charge and spin   143.49 kcal per mole
<S²>   1.7555

Each line ends with the Löwdin charge.
CARTESIAN COORDINATES (ANGSTROEM)
C (-2.056, 0.436, 0.095)  -0.001
C (-0.733, -0.264, 0.059)  -0.096
O (0.283, 0.626, 0.514)  0.016
O (-3.096, 0.031, -0.308)  0.020
H (-0.547, -0.590, -0.976)  0.167
H (-0.803, -1.155, 0.702)  0.170
O (1.786, -0.952, 0.068)  -0.102
C (1.537, 0.209, 0.492)  -0.462
Li (-5.045, 0.272, -0.478)  0.771
In (3.409, -0.115, 0.568)  1.359
H (-6.354, 0.059, 0.641)  0.159

Entry 3:
Below is a structure of composition C18H24N4O2, with properties calculated with ωB97M-V/def2-TZVPD.

E_HOMO   -7.87 eV
Energy above the lowest of the compared OMol25 structures with the same formula, charge and spin   463.69 kcal per mole

Each line ends with the natural charge from an NBO analysis.
CARTESIAN COORDINATES (ANGSTROEM)
C (-6.220, -0.460, -1.885)  -0.644
C (-4.871, -0.242, -1.656)  0.183
N (-4.156, -1.237, -1.000)  -0.210
N (-2.830, -0.598, -0.862)  -0.265
C (-2.683, 0.755, -1.574)  0.067
C (-3.897, 0.989, -1.869)  -0.244
H (-4.193, 1.944, -2.275)  0.227
C (-1.442, 1.431, -1.363)  0.635
O (-0.775, 1.860, -2.265)  -0.559
N (-1.234, 1.790, 0.010)  -0.627
H (-1.742, 1.206, 0.846)  0.418
C (0.124, 2.345, 0.387)  -0.237
C (0.747, 1.838, 1.381)  -0.484
C (2.213, 1.956, 1.658)  -0.201
N (3.186, 1.101, 0.829)  -0.461
C (2.949, 1.029, -0.348)  -0.210
C (3.970, 0.268, -1.075)  -0.025
O (4.089, -1.091, -0.384)  -0.559
C (4.237, -1.135, 0.857)  0.005
C (3.226, -0.206, 1.722)  -0.221
H (3.545, -0.053, 2.571)  0.171
H (2.355, -0.804, 1.730)  0.186
H (4.353, -2.118, 1.418)  0.190
H (5.311, -0.523, 1.258)  0.065
H (3.884, -0.303, -2.329)  0.215
H (4.905, 0.584, -0.991)  0.171
H (2.928, 2.136, -0.982)  0.210
H (1.911, 0.329, -0.697)  0.100
H (2.459, 3.086, 1.287)  0.176
H (2.504, 2.131, 2.706)  0.233
H (0.269, 1.771, 2.470)  0.226
H (0.694, 0.615, 1.224)  0.209
H (-0.292, 3.426, 0.810)  0.179
H (0.632, 2.673, -0.509)  0.264
C (-1.720, -1.314, -0.250)  0.152
C (-0.503, -1.492, -0.670)  -0.288
C (0.561, -2.120, -0.341)  -0.171
C (0.187, -2.887, 1.138)  -0.181
C (-1.033, -3.054, 1.389)  -0.324
C (-1.962, -2.349, 0.943)  -0.156
H (-3.187, -2.212, 1.257)  0.243
H (-1.202, -3.699, 2.448)  0.208
H (1.121, -3.473, 1.363)  0.223
H (1.593, -1.881, -0.557)  0.237
H (-0.113, -0.727, -1.607)  0.188
H (-6.924, 0.350, -1.573)  0.232
H (-6.380, -0.336, -3.036)  0.224
H (-6.596, -1.302, -1.605)  0.232

Entry 4:
Below is a cluster of 2 separate species, C2H5FSi in total, with properties calculated with ωB97M-V/def2-TZVPD.

E_HOMO   -10.55 eV
SMILES string   [SiH4].C#CF
Energy above the lowest of the compared OMol25 structures with the same formula, charge and spin   106.92 kcal per mole

Each line ends with the natural charge from an NBO analysis.
CARTESIAN COORDINATES (ANGSTROEM)
C (2.990, -0.003, -0.094)  0.413
C (3.166, 0.957, 0.645)  -0.413
F (2.631, -1.081, -0.675)  -0.257
Si (-1.093, -0.564, 0.177)  0.604
H (0.292, -0.780, -0.171)  -0.156
H (3.010, 1.897, 1.188)  0.259
H (-1.229, 0.902, 0.052)  -0.161
H (-1.666, -0.860, 1.543)  -0.135
H (-1.916, -1.140, -0.882)  -0.154